[1]
Molecular formula: C35H58F15NO13
Method: DFT, ωB97M-V/def2-TZVPD

frontier orbital gap = 7.7 eV
molar mass = 985.8 g mol⁻¹
DFT total energy = -3899.176297 a.u.
SMILES = CCOC(=O)C(F)(F)F.CCOC(=O)C(F)(F)F.CCOC(=O)C(F)(F)F.CCOC(=O)C(F)(F)F.CCOC(=O)C(F)(F)F.CCN(CC)CC.CC(C)=O.CC(C)=O.CC(C)=O
2S+1 = 1
LUMO level = -0.1 eV
net charge = 0

```
122
Properties=species:S:1:pos:R:3:forces:R:3
C -2.08360 -4.33736 2.09524 -0.14 1.00 -0.08
C -2.07630 -5.20005 0.85088 -0.54 -0.69 0.60
N -0.94644 -6.08505 0.72828 -0.29 -2.40 -0.57
C 0.40876 -5.54911 0.84574 -1.04 -0.71 1.03
C 0.62670 -4.30401 0.05525 0.10 0.90 -0.08
C -1.19750 -6.91245 -0.54748 1.85 0.85 1.73
C -0.14197 -8.05552 -0.74855 -0.62 1.30 0.14
H -1.46556 -3.44450 2.00071 0.46 -0.17 0.08
H -1.82497 -4.87409 3.00800 0.17 -0.16 -0.20
H -3.06298 -3.89150 2.26875 -0.30 -0.28 -0.13
H -2.94473 -5.85503 0.92093 -0.13 -0.29 0.27
H -2.32283 -4.70185 -0.08675 0.38 0.99 -0.21
H 0.57285 -5.40664 1.91385 -0.10 0.71 0.22
H 1.10986 -6.37286 0.71152 0.04 0.16 -0.76
H -0.03935 -3.50076 0.37032 -0.14 -0.08 0.25
H 1.62182 -3.90255 0.24673 0.25 -0.10 -0.50
H 0.37911 -4.41008 -1.00095 0.55 -0.18 -0.16
H -1.08826 -6.07942 -1.24191 -0.31 -0.75 -1.32
H -2.21885 -7.29044 -0.50206 0.10 0.09 -0.06
H -0.07443 -8.71560 0.11623 -0.32 0.00 0.02
H 0.83806 -7.58830 -0.84527 0.01 -0.20 -0.31
H -0.36070 -8.63246 -1.64710 0.02 0.04 0.05
C 3.95958 -1.23583 0.48689 -1.13 -0.17 0.13
C 3.19362 -1.37312 1.78956 -1.13 0.48 -1.27
O 4.09552 -1.11246 2.83476 0.78 -0.79 1.69
C 3.76045 -1.43492 4.09187 -1.83 -0.20 -0.18
O 2.70335 -1.90106 4.46333 1.45 0.62 -0.58
C 4.90807 -1.14950 5.07558 0.06 -0.18 0.08
F 4.59095 -0.45383 6.13629 -1.57 0.37 1.26
F 5.34103 -2.33844 5.50376 0.50 -0.26 -0.20
F 5.86869 -0.43194 4.54552 1.33 -0.13 -1.30
H 4.44745 -0.26326 0.42228 0.33 -0.27 -0.11
H 3.19332 -1.29911 -0.28573 0.08 0.17 -0.29
H 4.60034 -2.10602 0.34445 0.40 0.36 0.07
H 2.63509 -2.30849 1.75484 0.64 -0.54 0.87
H 2.37314 -0.66380 1.89822 0.05 0.43 -0.27
C 3.37511 1.98876 2.38870 -0.64 0.29 1.02
C 3.83614 3.41173 2.66062 -0.42 0.71 -0.12
O 4.92320 3.31763 3.54945 3.08 0.30 0.70
C 5.79866 4.33750 3.65402 -1.60 2.73 -2.16
O 5.68235 5.43425 3.06141 0.66 -3.64 2.07
C 6.97360 3.97208 4.59766 1.31 0.02 0.12
F 7.40253 5.00055 5.34521 -0.53 0.09 -0.62
F 6.70552 2.98571 5.40513 -1.30 -0.83 1.13
F 8.02989 3.50530 3.90866 0.04 0.69 -0.96
H 2.35011 2.01503 2.01883 0.13 -0.14 -0.50
H 3.30001 1.42970 3.32138 0.01 0.23 0.26
H 4.06329 1.38364 1.79850 -0.09 0.49 -0.35
H 3.22245 4.11656 3.22160 -1.27 -0.59 -0.27
H 4.05752 3.98675 1.76149 0.55 -0.26 -0.19
C -9.35377 -1.77447 0.90947 -0.20 -0.78 -0.48
C -8.56108 -0.82236 1.78910 -1.29 1.00 -1.05
O -7.33808 -0.41796 1.16419 1.25 1.33 -0.80
C -7.41734 0.61383 0.25019 -4.16 -0.78 0.71
O -8.48009 1.12970 -0.10922 3.01 -0.98 0.91
C -6.09778 0.96364 -0.41741 1.47 1.06 3.26
F -6.16678 0.81236 -1.66838 0.02 -0.92 -2.83
F -5.77636 2.29444 -0.22312 -0.21 -1.40 0.43
F -5.09966 0.18371 0.13194 -0.77 1.02 -0.85
H -9.42604 -1.71001 -0.17622 0.17 1.75 -0.12
H -10.38629 -1.73949 1.25701 0.04 -0.61 0.14
H -8.92138 -2.77185 0.82947 -0.13 -0.40 1.33
H -8.46783 -1.22355 2.79828 1.09 -0.31 -0.30
H -9.11028 0.10105 1.97293 -0.35 0.00 -0.30
C -0.18604 4.48731 -2.78028 0.36 -1.93 -1.06
C 0.26008 4.07345 -4.24624 1.00 1.66 1.69
O -0.69361 4.17667 -5.28413 -2.56 -2.70 -0.98
C -1.58228 3.09056 -5.44183 0.47 -1.57 4.56
O -1.59719 2.07017 -4.70183 0.48 3.90 -3.19
C -2.78925 3.41793 -6.37960 0.14 -0.46 0.81
F -3.50300 4.44502 -5.92783 -0.26 -0.04 0.82
F -2.33740 3.80533 -7.53500 0.49 -0.22 -1.80
F -3.59938 2.34348 -6.48553 0.76 0.82 -0.09
H -0.67086 3.60628 -2.35978 -0.76 0.19 0.02
H -0.76638 5.39653 -2.62335 0.23 -0.08 -0.31
H 0.74129 4.44766 -2.20881 0.19 0.73 -0.01
H 0.80342 3.13246 -4.15999 -0.58 -0.36 -0.37
H 1.00605 4.80431 -4.55847 0.03 0.02 -0.06
C 0.07461 4.74817 0.94801 -1.32 -0.80 0.18
C -1.46184 4.76153 1.17388 0.63 1.39 0.14
O -1.77111 3.63854 1.99215 -0.73 -1.56 0.44
C -3.04429 3.34705 2.33055 -1.95 5.68 -1.96
O -3.95576 4.24250 2.25125 3.48 -4.57 0.53
C -3.23853 1.88699 2.77082 2.70 3.36 2.72
F -2.36800 1.04120 2.35662 1.51 -1.43 -1.58
F -3.11996 1.91097 4.09954 0.88 0.34 2.04
F -4.39553 1.54256 2.58140 -5.83 -2.15 -2.26
H 0.54428 4.39210 1.86491 0.02 0.34 0.16
H 0.42723 5.74793 0.69458 0.09 -0.27 -0.21
H 0.29102 3.97185 0.21411 0.30 0.40 -0.30
H -2.07962 4.77194 0.27592 0.19 -0.50 -0.22
H -1.73139 5.70717 1.64420 -0.11 -0.18 0.53
C -2.35284 0.35473 -1.60185 0.47 -0.60 0.84
C -1.10503 0.02251 -0.76615 1.01 1.07 -1.59
O -0.58954 -1.07090 -0.83615 -0.24 0.26 0.56
C -0.42862 1.18247 0.01476 -0.42 -0.44 -0.03
H -2.70258 -0.58890 -2.02061 -0.33 0.04 0.30
H -2.21775 1.00974 -2.46254 0.48 0.33 0.29
H -3.03610 0.80232 -0.88009 -0.43 -0.02 -0.40
H 0.13928 1.89427 -0.58433 -0.02 -0.42 -0.77
H 0.29750 0.75346 0.70526 -0.25 0.02 0.26
H -1.16430 1.82450 0.49918 0.06 -0.35 0.27
C 4.59554 0.96092 -2.97194 -1.03 -0.18 -0.16
C 3.32030 1.26196 -2.19153 0.05 -2.88 0.42
O 2.40202 0.43655 -2.25591 0.83 2.07 0.06
C 3.45199 2.29811 -1.13018 -0.43 0.10 0.63
H 5.46328 1.10011 -2.32715 0.05 0.00 -0.28
H 4.65937 1.55628 -3.88276 0.22 0.11 0.05
H 4.43412 -0.08270 -3.24192 0.54 0.03 -0.22
H 2.98563 1.97939 -0.19796 -0.55 -0.06 -0.31
H 2.97783 3.21620 -1.47713 0.32 0.31 0.20
H 4.49850 2.39775 -0.84212 0.02 0.59 -0.45
C 2.57237 -3.15559 -2.85777 -0.14 -0.87 0.38
C 1.41574 -3.07092 -3.85549 0.61 -0.47 -1.33
O 1.11607 -4.06132 -4.51959 0.02 1.39 1.10
C 0.82260 -1.68386 -4.15877 0.05 -0.52 0.05
H 2.25052 -3.03378 -1.82353 -0.14 0.79 -0.07
H 3.41730 -2.51537 -3.11136 -0.32 0.42 0.07
H 2.97927 -4.16575 -2.81164 -0.17 -0.20 -0.55
H 0.25930 -1.72944 -5.09082 -0.08 -0.12 0.15
H 1.59439 -0.91991 -4.25270 0.23 -0.21 0.05
H 0.19035 -1.32333 -3.34737 -0.10 -0.20 0.11
```
Forces are in eV/Å.

=====

[2]
Molecular formula: C35H58LuOP2
Method: DFT, ωB97M-V/def2-TZVPD

frontier orbital gap = 6.1 eV
molar mass = 731.8 g mol⁻¹
DFT total energy = -3361.583008 a.u.
2S+1 = 1
LUMO level = -4.1 eV
net charge = +1

```
97
Properties=species:S:1:pos:R:3:forces:R:3
Lu 0.67057 -0.08336 0.90321 -0.96 -0.86 1.40
C -2.18577 -1.56290 1.55645 0.81 -0.23 0.31
C -1.77747 -2.69431 0.82212 0.06 0.25 -0.10
C 0.00560 -2.06777 2.12818 -0.29 0.74 -1.14
C -1.06431 -1.11190 2.31757 -0.01 -0.47 -0.56
C -0.43200 -2.96704 1.10407 -0.04 0.39 0.56
C -3.56007 -1.00525 1.67604 -0.50 0.39 -0.08
H -3.90296 -0.50900 0.76215 -0.13 -0.09 0.10
H -3.59252 -0.22962 2.44598 -0.11 -0.19 -0.05
H -4.32935 -1.75274 1.93484 0.47 0.08 -0.09
C -1.06621 0.03687 3.25898 -0.45 0.62 0.90
H -2.00783 0.59979 3.15897 0.38 -0.18 0.19
H -0.23283 0.77154 3.14435 -0.69 -0.48 0.24
H -1.00389 -0.35849 4.28408 0.01 0.47 -0.03
C 1.23190 -2.23126 2.95123 0.91 -0.37 0.75
H 1.03168 -2.00108 4.01374 0.18 -0.01 -0.50
H 2.08884 -1.59879 2.62950 -0.16 -0.41 0.44
H 1.57393 -3.28151 2.92777 -0.10 0.50 -0.04
C 0.32886 -4.15245 0.63793 0.14 -0.49 -0.31
H -0.22517 -5.06917 0.89783 0.25 0.18 -0.22
H 1.30388 -4.20698 1.12354 -0.03 -0.07 -0.06
H 0.51191 -4.14785 -0.44933 -0.17 -0.10 0.31
C -2.61482 -3.46428 -0.13395 -0.40 -0.28 -0.55
H -2.30409 -4.51626 -0.26007 -0.08 0.41 0.26
H -2.56348 -3.01758 -1.13575 -0.18 -0.24 0.24
H -3.67568 -3.45029 0.14929 0.22 -0.07 0.02
C -3.60924 1.72135 -1.16151 -0.76 0.38 0.38
C -4.75229 1.02984 -1.22111 -0.08 0.72 0.34
C -4.88667 -0.23636 -1.99029 -0.71 -0.54 -0.44
C -4.27784 -0.16713 -3.42151 -0.62 0.36 0.07
C -3.05588 -1.00234 -3.50670 0.99 -1.30 -0.28
C -2.18424 -1.20355 -2.50752 0.30 -0.08 -0.64
C -2.03733 -0.25637 -1.35179 -0.48 -0.09 0.50
C -2.30799 1.22146 -1.68840 0.16 0.16 -0.12
H -5.95396 -0.50736 -2.07754 0.41 0.25 0.06
H -4.12762 0.88179 -3.73691 -0.05 -0.32 0.13
H -4.43055 -1.09111 -1.47158 -0.20 0.16 -0.05
H -2.20823 1.35522 -2.78656 -0.18 0.04 1.03
H -3.60798 2.72818 -0.73243 -0.07 -0.38 0.08
H -5.67312 1.40637 -0.74996 0.58 0.07 -0.26
H -1.49365 1.82688 -1.26711 -0.12 0.10 -0.10
H -2.72251 -0.56357 -0.54975 0.62 0.18 -0.22
H -1.52528 -2.08476 -2.49652 -0.04 0.74 -0.44
H -1.00985 -0.35392 -0.91255 -0.20 -0.20 -0.37
H -5.02006 -0.58283 -4.11836 0.28 0.11 0.09
H -2.90174 -1.55077 -4.45591 -0.36 -0.15 0.93
P -0.80070 1.06052 -4.47751 0.14 0.12 -1.15
C -0.92189 2.69047 -5.33234 -0.04 0.19 0.12
C -1.54244 0.10389 -5.90212 0.13 -0.16 0.26
P 1.63067 -0.62874 -3.56898 0.14 -0.28 -1.95
C 0.99698 0.72990 -4.66957 -0.21 0.30 -0.08
C 0.80200 -2.07151 -4.40381 -0.16 -0.25 0.52
C 3.16722 -0.84023 -4.60832 0.44 0.05 0.65
H -0.02160 3.27709 -5.11243 -0.31 0.08 -0.08
H -1.80727 3.21279 -4.94081 0.29 0.03 -0.26
H -1.02554 2.54867 -6.41922 0.11 0.28 0.39
H -1.21470 0.52691 -6.86263 -0.08 -0.21 0.26
H -2.63802 0.18509 -5.81576 0.39 0.04 -0.20
H -1.28032 -0.95976 -5.85645 -0.13 0.27 -0.04
H 2.94848 -0.64613 -5.67137 0.06 -0.17 0.50
H 3.54893 -1.86350 -4.48975 0.04 0.33 -0.03
H 3.92910 -0.13274 -4.25941 0.01 -0.18 -0.24
H 1.54182 1.65412 -4.40607 -0.20 -0.29 -0.11
H 1.16945 0.51433 -5.73809 0.32 -0.05 0.40
H 1.46539 -2.93736 -4.25915 -0.26 0.18 -0.07
H 0.66048 -1.90842 -5.48333 0.16 0.01 0.40
H -0.15680 -2.30391 -3.92984 0.14 0.02 -0.30
C 4.99736 1.45994 1.04012 0.15 -0.08 -0.05
C 3.68868 2.27239 1.01432 -0.03 0.50 0.77
C 2.58174 1.70005 0.10106 0.51 0.24 -0.29
C 3.26088 2.51589 2.45825 -0.20 0.32 0.02
C 3.69561 3.65569 3.14165 0.24 -0.10 0.21
C 3.43493 3.82397 4.50916 -0.11 -0.18 -0.16
C 2.75380 2.81637 5.20095 0.46 -0.08 -0.26
C 2.31631 1.66483 4.53969 -0.12 0.23 -0.13
C 1.69012 0.53502 5.32974 -0.32 0.27 -0.20
C 2.76668 -0.29955 6.02207 0.13 0.07 -0.02
C 0.67211 1.06858 6.34199 -0.20 -0.21 0.11
C 2.46236 1.59844 3.14121 -0.30 0.50 0.47
O 1.69490 0.74531 2.41692 0.21 -1.04 -0.80
H 4.89298 0.48664 1.53806 -0.21 0.17 -0.08
H 5.76009 2.01555 1.60606 -0.33 -0.12 -0.14
H 5.41342 1.28583 0.04604 -0.12 0.02 -0.10
H 3.94969 3.26910 0.64273 -0.13 -0.15 -0.28
H 2.78104 1.96625 -0.93151 0.07 -0.13 -0.25
H 1.58674 2.14943 0.33544 0.46 -0.32 0.01
H 2.64041 0.58321 0.15129 0.11 0.52 -0.26
H 4.25128 4.41433 2.57615 -0.14 -0.27 0.34
H 3.78132 4.71405 5.03949 -0.17 -0.26 -0.26
H 2.55000 2.89655 6.27516 0.27 0.11 -0.49
H 1.16529 -0.11694 4.62411 0.15 0.24 0.18
H 3.35182 0.32661 6.70888 -0.12 -0.18 -0.09
H 2.29423 -1.10572 6.58926 0.13 0.01 0.02
H 3.45994 -0.73608 5.29305 -0.11 0.04 0.13
H -0.03440 1.76984 5.87812 0.16 -0.15 0.09
H 0.09718 0.23014 6.75771 0.11 0.22 0.03
H 1.16952 1.58345 7.17513 -0.18 -0.15 -0.17
```
Forces are in eV/Å.

=====

> The lowest molar mass belongs to which entry?

C35H58LuOP2